Record 1
Density functional theory data (the ωB97M-V functional and the def2-TZVPD basis) for C10H21N5O4 as an isolated structure.

Each line ends with the Löwdin charge.
CARTESIAN COORDINATES (ANGSTROEM)
O 5.192 -0.451 0.509  -0.18
O -2.142 3.031 -0.916  0.16
O -0.372 3.822 0.049  0.15
O 1.251 -0.699 -1.107  0.07
N 0.697 1.210 -0.021  0.12
N 3.280 1.144 1.227  0.03
N -3.154 -1.220 -0.927  0.02
N -4.978 0.138 0.037  0.08
N -4.684 -2.084 0.605  0.10
C 3.012 0.436 0.028  -0.26
C 3.911 -0.897 0.069  -0.47
C 4.072 -1.583 -1.200  -0.11
C -1.561 0.913 0.852  -0.15
C -0.985 2.915 -0.416  -0.56
C -4.282 -0.963 -0.090  -0.60
C -1.493 -0.594 1.052  -0.18
C -1.867 -1.510 -0.137  -0.17
C -0.715 1.393 -0.313  -0.21
C 1.505 0.276 -0.460  -0.47
H 1.029 1.973 0.616  0.17
H 4.420 -0.728 -1.950  0.14
H 6.055 -0.914 -0.290  0.27
H 2.931 0.818 2.122  0.09
H -0.999 0.964 -1.317  0.18
H -1.996 -2.493 0.199  0.09
H -2.091 -0.929 1.994  0.13
H 3.278 -2.283 -1.640  0.11
H 3.450 1.042 -0.831  0.16
H 4.294 1.265 1.304  0.08
H -1.289 1.387 1.840  0.16
H -2.531 1.205 0.541  0.07
H -3.163 -0.403 -1.633  0.14
H -2.292 3.941 -1.199  0.15
H -4.490 1.014 -0.324  0.04
H 4.854 -2.318 -1.054  0.06
H -0.420 -0.898 1.405  0.14
H 3.518 -1.518 1.037  0.19
H -4.464 -3.002 0.320  0.07
H -5.734 -2.000 0.791  0.13
H -1.048 -1.400 -0.771  0.06

Total energy = -26348.8295 eV
Orbital gap = 9.46 eV
Highest occupied orbital energy = -8.988 eV

---

Record 2
Density functional theory data (the ωB97M-V functional and the def2-TZVPD basis) for C2H4N4S in the gas phase.

Each line ends with the Löwdin charge.
CARTESIAN COORDINATES (ANGSTROEM)
S 0.609 -4.053 -0.789  0.59
N 0.148 -1.802 -1.983  0.06
N 0.340 -0.592 -1.870  0.01
N 0.081 -1.970 0.369  -0.04
N 0.139 -2.515 -0.723  -0.73
C 0.065 0.148 -0.760  -0.22
C -0.231 -0.618 0.547  -0.20
H -0.671 0.927 -1.151  0.15
H -1.326 -0.406 0.942  0.15
H 0.414 -0.281 1.385  0.11
H 0.983 0.622 -0.460  0.11

SMILES = [S-][N+]1=NCCN=N1
Total energy = -18929.0343 eV
Orbital gap (spin up / spin down) = 7.41 / 7.41 eV
Highest occupied orbital energy (spin up / spin down) = -8.663 / -8.666 eV

---

Record 3
Density functional theory data (the ωB97M-V functional and the def2-TZVPD basis) for a 11-piece molecular cluster, C33H83FO13 overall.

Each line ends with the Löwdin charge.
CARTESIAN COORDINATES (ANGSTROEM)
F -6.394 -1.237 1.045  0.07
O -0.093 3.393 -4.779  -0.04
O -1.312 -1.154 4.712  -0.06
O -2.275 3.265 -0.185  -0.06
O -5.913 -0.226 2.942  0.11
O -3.718 -0.455 2.575  0.05
O -0.042 1.706 1.189  -0.06
O 5.146 -2.074 -2.465  -0.08
O -4.549 -0.846 4.652  0.17
O 4.317 -1.948 0.368  -0.06
O -3.844 -0.549 -2.077  -0.06
O 2.147 2.462 2.732  -0.08
O -1.958 4.426 4.663  -0.04
O 3.162 -3.160 -4.104  -0.07
C 3.533 -2.975 0.933  -0.52
C 1.043 1.617 4.764  -0.05
C -2.198 -1.128 -3.636  -0.07
C -5.808 -0.103 1.539  -0.30
C -2.804 3.101 -2.504  -0.06
C -2.949 2.287 5.490  -0.02
C 1.015 -2.536 -5.020  -0.05
C -3.484 -1.502 -3.066  -0.50
C -3.633 3.446 3.317  -0.08
C -2.131 -3.472 4.798  -0.05
C 1.959 -2.391 -3.856  -0.44
C 3.625 1.877 4.528  -0.06
C -4.327 -0.008 1.291  0.00
C -1.317 -2.428 4.032  -0.47
C 0.169 2.028 -4.993  -0.50
C -3.170 3.677 4.732  -0.44
C 1.596 0.025 0.747  -0.03
C 1.211 1.848 -6.072  -0.06
C 0.340 0.715 0.274  -0.44
C 0.527 1.272 -3.668  -0.03
C 1.324 -2.885 -2.520  -0.01
C -0.851 -0.302 0.051  -0.01
C 3.927 -4.333 0.452  -0.07
C 3.819 -2.922 2.457  -0.04
C 6.167 -0.584 -4.022  -0.04
C -3.432 -2.885 -2.395  -0.03
C -2.320 5.355 -1.509  -0.02
C -4.669 -0.544 3.515  -0.52
C 4.585 0.288 -2.217  -0.04
C -2.014 3.780 -1.466  -0.47
C 5.650 -0.766 -2.586  -0.49
C 0.181 -2.796 3.960  -0.06
C 2.273 1.592 3.903  -0.49
H -2.191 1.586 5.135  0.06
H -2.491 -2.918 -1.844  0.07
H 0.185 -1.916 -4.799  0.03
H -0.446 -1.198 -0.374  0.05
H 4.293 0.200 -1.167  0.06
H -2.215 -0.940 4.860  0.02
H -4.489 2.744 3.263  0.08
H -4.068 1.025 1.132  0.12
H 0.588 1.156 -0.692  0.11
H -2.869 2.057 -2.333  0.04
H 3.525 -5.203 0.963  0.08
H 1.070 -3.937 -2.621  0.09
H 6.746 -1.398 -4.375  0.06
H -2.342 3.323 -3.470  0.08
H -1.364 -1.023 -2.989  0.05
H 3.562 -1.907 2.826  0.08
H -1.333 -0.578 0.976  0.06
H -0.777 1.618 -5.351  0.13
H -3.827 4.359 2.734  0.08
H 3.751 1.301 5.430  0.07
H 1.983 -2.827 -1.664  0.06
H -1.705 -2.325 3.008  0.12
H 4.966 1.313 -2.392  0.09
H 4.848 -3.180 2.670  0.08
H -2.609 2.589 6.469  0.07
H 0.512 -2.946 5.001  0.08
H 1.244 0.819 -6.489  0.09
H -0.943 3.628 -1.575  0.14
H 2.161 -0.337 -0.133  0.08
H 4.591 -2.203 -3.265  0.06
H 0.470 -2.322 -2.265  0.04
H 3.133 -3.627 2.921  0.07
H 2.190 0.734 1.321  0.07
H 3.642 2.919 4.910  0.09
H -1.899 5.842 -2.370  0.07
H 6.407 -0.730 -1.801  0.14
H 2.386 0.562 3.490  0.11
H 0.733 -3.601 -5.010  0.10
H -3.869 4.321 5.275  0.14
H 0.709 0.189 -3.777  0.06
H 1.413 1.754 -3.245  0.08
H 4.485 -2.194 -0.563  0.05
H -3.398 -3.642 -3.177  0.08
H -3.123 -3.067 5.021  0.07
H -2.244 -0.133 -4.096  0.09
H -0.794 2.223 0.824  0.08
H -2.188 -4.422 4.261  0.08
H 5.234 -0.540 -4.616  0.09
H 0.717 3.836 -5.010  0.08
H 0.285 -3.725 3.358  0.08
H -3.815 -0.636 0.575  0.12
H 1.314 -2.201 -6.014  0.09
H 1.238 2.329 2.434  0.03
H 1.411 -0.769 1.444  0.06
H -1.873 5.868 -0.676  0.07
H -0.310 1.385 -2.975  0.05
H 2.908 -4.069 -3.898  0.10
H 3.723 0.089 -2.859  0.05
H -6.290 0.784 1.188  0.16
H 2.324 -1.353 -3.789  0.11
H -1.290 3.887 4.288  0.05
H -1.866 -1.830 -4.376  0.08
H -4.295 -3.021 -1.721  0.09
H -4.277 -1.558 -3.801  0.14
H -2.789 2.981 2.733  0.08
H -1.718 -3.637 5.785  0.08
H -3.401 5.531 -1.539  0.08
H -3.848 1.720 5.570  0.05
H 3.628 -4.565 -0.590  0.07
H 0.855 -2.016 3.551  0.06
H 2.174 2.271 -5.805  0.08
H -3.042 3.661 0.231  0.08
H 0.831 2.473 -6.902  0.09
H -4.213 0.191 -2.562  0.08
H -3.861 3.445 -2.476  0.10
H 0.133 1.381 4.239  0.06
H 5.019 -4.513 0.529  0.10
H 2.495 -2.771 0.792  0.10
H 4.390 1.652 3.749  0.10
H 6.713 0.359 -4.134  0.08
H 0.942 2.627 5.118  0.07
H -1.555 0.152 -0.644  0.06
H 1.191 0.940 5.629  0.10

SMILES = O=C1OC[C@@H](F)O1.CC(C)O.CC(C)O.CC(C)O.CC(C)O.CC(C)O.CC(C)O.CC(C)O.CC(C)O.CC(C)O.CC(C)O
Total energy = -64901.1003 eV
Orbital gap = 9.36 eV
Highest occupied orbital energy = -9.232 eV

---

Record 4
Density functional theory data (the ωB97M-V functional and the def2-TZVPD basis) for C21H19F5N2SSe2V as an isolated structure.

Each line ends with the Löwdin spin population.
CARTESIAN COORDINATES (ANGSTROEM)
Se -2.617 3.450 1.194  0.00
Se -2.681 -0.498 0.338  0.04
V -0.307 0.226 -0.060  2.65
S -0.916 1.887 -1.867  0.02
F 1.376 -4.498 1.531  0.00
F 0.723 2.557 -4.717  0.00
F 2.375 3.933 -4.403  0.00
F 0.440 4.323 -3.490  0.00
F 0.964 -1.516 5.063  0.00
N 1.332 1.182 -0.710  0.01
N 0.117 -1.419 -1.111  0.01
C 1.303 3.351 -3.806  0.00
C 1.755 2.572 -2.596  0.00
C 1.172 -3.030 3.310  0.02
C -0.832 2.757 1.516  0.01
C 0.873 -1.757 3.743  0.00
C 0.029 -1.466 -2.464  0.03
C 0.703 -2.275 1.044  0.03
C 2.659 1.107 -0.472  0.02
C 0.505 -2.527 -3.207  0.00
C 0.485 -0.744 2.895  0.02
C 3.578 1.736 -1.258  0.00
C 0.831 1.920 -1.743  0.03
C -3.615 1.901 1.741  0.00
C 1.064 -3.597 -2.528  0.03
C -3.967 0.943 0.614  0.01
C -2.926 -1.292 2.081  0.01
C 1.123 -3.582 -1.146  0.00
C 3.105 2.463 -2.345  0.02
C 0.368 -0.967 1.505  0.01
C 1.083 -3.247 1.954  0.00
C 0.647 -2.480 -0.438  0.03
H 1.460 -3.819 3.993  0.00
H 4.636 1.654 -1.042  0.00
H 1.455 -4.455 -3.076  0.00
H -2.418 -2.251 2.053  0.00
H -3.048 1.407 2.518  0.00
H -4.053 1.441 -0.339  0.00
H -0.432 -0.617 -2.931  0.00
H -2.475 -0.683 2.851  0.00
H 0.429 -2.507 -4.288  0.00
H -0.175 3.135 0.739  0.00
H 0.281 0.224 3.348  0.00
H 2.947 0.504 0.380  0.00
H -0.858 1.671 1.469  0.01
H -0.463 3.045 2.489  0.00
H 3.806 2.952 -3.012  0.00
H 1.553 -4.414 -0.606  0.00
H -4.509 2.298 2.209  0.00
H -4.901 0.438 0.820  0.00
H -3.985 -1.433 2.255  0.00

Spin multiplicity = 4
Expectation value of S² = 3.769
Total energy = -205869.5425 eV
Orbital gap (spin up / spin down) = 7.54 / 7.89 eV
Highest occupied orbital energy (spin up / spin down) = -7.224 / -7.987 eV

---

Record 5
Density functional theory data (the ωB97M-V functional and the def2-TZVPD basis) for C7H8O in the gas phase.

Each line ends with the Löwdin charge.
CARTESIAN COORDINATES (ANGSTROEM)
O 2.116 -1.275 -0.042  0.08
C -2.173 0.237 0.006  -0.08
C -0.703 0.666 -0.141  -0.38
C 1.237 -0.415 -0.066  -0.40
C -1.523 -1.216 -0.132  -0.07
C -0.170 -0.581 0.359  -0.21
C 1.461 1.000 -0.043  -0.02
C 0.270 1.727 0.104  0.06
H -0.469 0.493 -1.150  0.13
H -3.018 0.353 -0.606  0.08
H -0.296 -0.742 1.562  0.22
H -2.591 0.539 0.962  0.10
H -2.072 -1.858 0.423  0.06
H 2.543 1.431 -0.152  0.15
H -1.504 -1.364 -1.267  0.14
H 0.085 2.839 0.042  0.13

SMILES = O=C1C=C[C@@H]2CC[C@@H]12
Total energy = -9431.6079 eV
Orbital gap = 9.06 eV
Highest occupied orbital energy = -9.399 eV

---

Record 6
Density functional theory data (the ωB97M-V functional and the def2-TZVPD basis) for C30H44BrClN2P2Re as an isolated structure.

Each line ends with the Löwdin spin population.
CARTESIAN COORDINATES (ANGSTROEM)
Re 0.297 1.531 -1.638  -0.07
Br 1.588 3.178 -3.169  0.13
Cl 1.350 4.040 3.682  0.00
P -0.141 -1.207 -1.246  0.01
P 3.133 0.904 -2.181  0.19
N 1.226 1.412 0.706  0.02
N -5.580 -1.697 3.978  0.77
C -4.188 0.246 3.776  0.09
C 1.203 2.546 1.438  0.00
C 1.735 0.324 1.311  0.00
C 2.009 1.425 3.436  0.00
C -4.659 0.449 2.461  0.00
C 4.023 2.429 -1.552  0.02
C 3.175 0.615 -4.051  0.03
C -1.197 -1.695 -3.850  0.00
C -4.061 1.274 0.243  -0.06
C 5.581 -0.337 -1.456  0.01
C 0.679 -2.574 -0.219  0.00
C -1.072 2.751 -2.136  0.59
C -4.678 -0.855 4.492  0.07
C 4.520 0.472 -4.717  0.01
C -0.995 3.017 -0.744  0.07
C -2.757 1.091 -1.897  0.24
C -1.611 1.986 0.029  0.09
C -2.838 1.458 -0.562  0.14
C 1.533 2.572 2.809  0.00
C 4.993 3.114 -2.504  0.01
C -1.617 1.578 -2.684  0.12
C -5.639 -0.429 1.947  0.09
C -0.025 -1.982 -2.909  0.00
C -3.985 1.380 1.603  0.20
C -2.144 -1.743 0.782  0.00
C 4.071 -0.504 -1.449  0.03
C 1.999 -3.158 -0.720  0.00
C 2.118 0.269 2.659  0.00
C -1.860 -1.737 -0.715  0.01
C -6.055 -1.498 2.746  0.07
H -1.893 -0.785 1.250  0.00
H -3.311 2.096 2.072  0.01
H -1.527 1.344 -3.756  0.01
H 3.230 3.164 -1.332  0.00
H 0.084 -3.069 -2.768  0.00
H -4.965 1.039 -0.332  0.00
H 2.516 -0.250 -4.235  0.00
H 2.136 -4.167 -0.299  0.00
H 6.045 -1.222 -1.010  0.00
H 0.914 -1.616 -3.354  0.00
H 4.376 0.452 -5.802  0.00
H -3.214 -1.917 0.951  0.00
H -4.317 -1.033 5.511  0.02
H 0.895 3.463 0.944  0.00
H 5.315 4.069 -2.068  0.00
H -1.175 -0.667 -4.234  0.00
H -6.022 -0.343 0.929  0.01
H 3.675 -0.565 -0.425  0.00
H 2.858 -2.558 -0.392  0.00
H -3.496 0.413 -2.348  0.01
H 5.990 -0.239 -2.468  0.00
H 3.747 -1.408 -1.982  0.00
H 2.498 -0.667 3.072  0.00
H 2.026 -3.251 -1.815  0.00
H -2.541 -1.046 -1.221  0.00
H -1.494 1.918 1.115  0.00
H -3.392 0.877 4.180  0.01
H 5.171 1.326 -4.512  0.00
H 4.474 2.191 -0.578  0.00
H -0.583 3.923 -0.315  0.01
H 5.904 2.533 -2.696  0.00
H -1.148 -2.369 -4.719  0.00
H -0.066 -3.387 -0.135  0.00
H 5.019 -0.461 -4.450  0.00
H 1.838 -0.573 0.692  0.00
H 2.282 1.452 4.487  0.00
H 5.887 0.524 -0.855  0.00
H -2.029 -2.733 -1.148  0.00
H -6.786 -2.216 2.365  0.02
H 0.796 -2.174 0.801  0.00
H 2.657 1.469 -4.514  0.00
H 4.518 3.373 -3.457  0.00
H -1.601 -2.539 1.303  0.00
H -2.170 -1.864 -3.369  0.00

Total charge = +4
Spin multiplicity = 4
Expectation value of S² = 3.942
Total energy = -138028.0597 eV
Orbital gap (spin up / spin down) = 6.16 / 4.92 eV
Highest occupied orbital energy (spin up / spin down) = -19.378 / -19.692 eV